(1)
Below is one molecule with the formula C3H6N6O6, with properties calculated with ωB97M-V with the def2-TZVPD basis set.

The calculation puts the energy above the lowest of the compared OMol25 structures with the same formula, charge and spin at 25.9 kcal/mol. The lowest unoccupied orbital energy is -1.551 eV. Its spin multiplicity is 1. As for the net charge: 0. For the total energy, the calculation gives -24421.57166 eV. Its HOMO-LUMO gap is 0.27309 hartree.

The geometry in XYZ format:
```
21
Properties=species:S:1:pos:R:3:forces:R:3
C 1.2203 1.2478 0.8757 -1.41 0.54 -0.65
C 2.2212 -0.8945 0.3503 -0.91 -1.70 1.98
C -0.7462 0.4107 -0.4261 0.44 -1.74 -1.80
N 1.5937 -0.1726 1.2100 1.75 -1.02 -1.21
N 0.2985 1.3495 -0.2890 -0.17 0.21 3.32
N -0.1876 -0.7770 -0.8578 2.06 -0.10 0.94
N -1.7441 0.8837 -1.6250 0.99 -1.30 1.67
N -1.5546 0.2288 0.8610 -0.58 1.80 -1.74
N -0.8902 -1.8795 -0.6700 -0.13 0.25 -1.93
O -2.2814 1.9329 -1.5254 -0.75 1.75 -0.30
O -0.9745 -0.3840 1.6935 1.02 -1.25 2.21
O -0.3408 -2.9388 -0.8942 0.96 -1.00 0.38
O -1.8215 0.0503 -2.4697 -0.59 0.18 -1.23
O -2.6097 0.7642 0.9567 -0.92 0.26 0.34
O -2.0804 -1.7890 -0.4646 -1.78 0.05 1.08
H 0.7695 1.7127 1.7741 0.17 -0.62 -0.42
H 2.1237 1.8232 0.6421 -0.13 -0.41 0.01
H 2.7230 -0.5166 -0.4481 0.84 1.49 -2.44
H 2.4273 -1.9787 0.5207 -0.67 0.99 0.13
H 1.2644 -0.8081 1.9259 -1.07 1.21 0.66
H 0.5895 1.7349 -1.1400 0.89 0.43 -1.00
```
Positions in Å, forces in eV/Å.

(2)
Below is one molecule with the formula C5H8O2, with properties calculated with ωB97M-V with the def2-TZVPD basis set.

The calculation puts the energy above the lowest of the compared OMol25 structures with the same formula, charge and spin at 94.8 kcal/mol. The lowest unoccupied orbital energy is 0.964 eV. Its spin multiplicity is 1. As for the SMILES: C/C=C\C1(C)OO1. As for the net charge: 0. For the total energy, the calculation gives -9405.72110 eV. Its HOMO-LUMO gap is 0.39662 hartree.

The geometry in XYZ format:
```
15
Properties=species:S:1:pos:R:3:forces:R:3
C 1.3396 -1.3511 0.1605 -0.18 0.19 0.11
C 0.3886 -0.8547 1.2007 -0.31 0.19 -0.01
C -0.6725 -0.0822 0.9902 0.00 -0.30 -0.10
C -1.0680 0.4835 -0.3321 0.65 -0.25 -0.25
C -0.1461 1.5521 -0.8731 -0.03 -0.36 -0.39
O -2.4017 0.6486 -0.5815 -1.58 1.29 0.96
O -1.7146 -0.3997 -1.2458 1.44 -0.64 -0.52
H 1.7469 -2.3071 0.4524 0.12 -0.31 0.02
H 0.8524 -1.4566 -0.7968 -0.13 -0.07 -0.36
H 2.1703 -0.6667 0.0381 0.30 0.17 -0.01
H 0.5841 -1.1789 2.2126 -0.03 0.00 0.17
H -1.3359 0.1847 1.7953 -0.07 0.06 0.28
H 0.1094 2.2602 -0.0828 -0.06 -0.08 -0.04
H -0.6316 2.0740 -1.6954 0.00 -0.01 -0.02
H 0.7791 1.0938 -1.2421 -0.14 0.11 0.14
```
Positions in Å, forces in eV/Å.